Entry 1:
13
Properties=species:S:1:pos:R:3 method="wB97M-V/def2-TZVPD" spin_multiplicity=1 orbital_gap_ev=7.00 e_tot_ha=-1043.840252 total_charge=+1
C 2.49 0.17 -0.30
C 1.18 0.69 -0.01
C -2.85 -0.74 0.92
N 2.18 0.85 -1.77
O 1.80 0.02 -2.51
S -0.11 -0.32 0.10
S -1.80 0.66 0.79
H 3.35 0.55 0.24
H 2.53 -0.88 -0.48
H 0.92 1.84 0.04
H -2.78 -1.49 1.76
H -3.14 -1.16 -0.09
H -3.77 -0.18 1.30



Entry 2:
69
Properties=species:S:1:pos:R:3 method="wB97M-V/def2-TZVPD" s2=6.03 spin_multiplicity=5 orbital_gap_ev="6.03 / 5.27" e_tot_ha=-2701.301936 total_charge=+2
Ir -0.53 1.54 1.40
O 0.71 1.77 -0.24
P 1.27 0.64 -1.11
C -0.17 -0.53 -1.48
P -0.79 -1.42 0.03
O -0.63 -0.44 1.22
C -2.54 -1.70 -0.09
C -3.27 -1.64 -1.29
C -4.61 -1.97 -1.28
C -5.26 -2.30 -0.13
C -4.57 -2.45 1.05
C -3.18 -2.17 1.09
C 0.06 -2.99 0.28
C 0.44 -3.23 1.64
C 1.05 -4.42 1.94
C 1.13 -5.42 1.04
C 0.75 -5.21 -0.32
C 0.21 -3.94 -0.71
C 2.62 -0.29 -0.38
C 3.27 0.29 0.74
C 4.32 -0.41 1.34
C 4.77 -1.61 0.79
C 4.12 -2.21 -0.27
C 3.06 -1.50 -0.90
C 1.82 1.37 -2.71
C 2.88 0.85 -3.41
C 3.16 1.19 -4.70
C 2.37 2.18 -5.27
C 1.24 2.66 -4.57
C 0.98 2.31 -3.27
H -0.01 -1.16 -2.31
H -1.06 0.03 -1.74
H -2.75 -1.40 -2.23
H -5.17 -1.83 -2.20
H -6.36 -2.47 -0.15
H -5.12 -2.80 1.90
H -2.68 -2.22 2.01
H 0.15 -2.40 2.28
H 1.49 -4.62 2.93
H 1.46 -6.37 1.39
H 0.89 -5.94 -1.12
H -0.06 -3.74 -1.74
H 2.87 1.25 1.14
H 4.78 -0.04 2.29
H 5.56 -2.06 1.30
H 4.48 -3.12 -0.80
H 2.56 -1.90 -1.76
H 3.48 0.13 -2.88
H 4.03 0.78 -5.15
H 2.44 2.42 -6.30
H 0.61 3.32 -5.12
H 0.12 2.80 -2.72
F -0.46 7.03 3.64
C -0.52 6.00 2.85
C 0.71 5.34 2.54
C 0.68 4.14 1.90
C -0.57 3.48 1.55
C -1.77 4.25 1.76
C -1.76 5.44 2.40
H 1.62 5.84 2.92
H 1.60 3.62 1.72
H -2.74 3.90 1.47
H -2.67 5.92 2.74
F -2.62 0.84 3.04
C -1.27 1.20 3.22
F -0.73 0.12 3.78
F -1.27 2.04 4.26
O -7.16 1.70 0.91
N -7.42 1.51 -0.16